A structure of composition C87H127AgF5N11O6, computed with ωB97M-V/def2-TZVPD.

As for the LUMO energy (spin up / spin down): -2.20 / -4.60 eV. As for the spin multiplicity: 2. The calculation puts the total energy at -138525.1365 eV. As for the expectation value of S²: 0.754. As for the total charge: +1. The molar mass is 1625.9 g mol⁻¹. The calculation puts the orbital gap (spin up / spin down) at 7.30 / 4.91 eV.

CARTESIAN COORDINATES (ANGSTROEM)
Ag  1.768050  -1.887665  -1.186425
C  -1.175647  -0.715654  -0.105678
O  -0.804219  0.392204  -1.014847
O  -0.531850  -1.852439  -0.414532
C  -0.923307  -0.111941  1.292509
F  -1.360159  -0.964116  2.243632
F  0.382945  0.170113  1.611471
F  -1.506016  1.033131  1.406653
C  -1.546577  0.368282  -2.229374
C  -1.150426  -0.751910  -3.290210
H  -1.196416  -1.793830  -3.047792
H  -1.705778  -0.434553  -4.228850
H  -0.111408  -0.554175  -3.612173
H  -1.411990  1.361895  -2.659653
H  -2.597325  0.256176  -2.101838
H  -2.289407  -0.810276  -0.148853
N  -0.199941  3.221908  -7.849591
C  -1.121932  2.400488  -7.397234
C  -2.396002  2.144234  -8.030025
C  -2.572943  2.632924  -9.291586
C  -1.574841  3.477943  -9.787096
C  -0.509576  3.775559  -9.041106
H  -0.894664  1.890562  -6.490917
H  -3.119408  1.493918  -7.663559
H  -3.509336  2.345272  -9.779537
H  -1.660906  3.914858  -10.799799
H  0.169601  4.507729  -9.451382
N  1.083361  -3.991540  -1.988375
C  0.129326  -4.790781  -1.562554
C  -0.415559  -5.831870  -2.320671
C  0.149202  -6.058462  -3.532040
C  1.196133  -5.293895  -4.008253
C  1.570000  -4.192928  -3.251624
H  -0.206185  -4.617712  -0.517998
H  -1.083743  -6.588362  -1.906019
H  -0.190338  -6.978480  -4.006916
H  1.584047  -5.400507  -5.004703
H  2.317058  -3.524886  -3.653622
N  2.889191  -0.295249  -2.125817
C  4.246784  -0.345056  -2.003626
C  5.048757  0.618742  -2.505110
C  4.537572  1.712784  -3.208894
C  3.118501  1.647287  -3.480894
C  2.397299  0.631221  -2.935354
H  4.606680  -1.089511  -1.365534
H  6.160970  0.477511  -2.402529
H  5.254707  2.487987  -3.604640
H  2.525413  2.358591  -4.019873
H  1.377796  0.425541  -3.244893
N  0.513035  4.499254  -4.229500
C  0.115499  3.466311  -3.531687
C  0.108486  3.413217  -2.134303
C  0.522407  4.611626  -1.506653
C  1.093181  5.630999  -2.267466
C  0.995344  5.631605  -3.649510
H  -0.224859  2.631427  -4.144393
H  -0.153800  2.591045  -1.444298
H  0.410744  4.700826  -0.457924
H  1.271411  6.624609  -1.803823
H  1.430268  6.412587  -4.261512
N  2.881947  -2.565694  0.898919
C  1.874862  -2.874410  1.799118
C  2.201923  -3.398537  3.035683
C  3.520328  -3.467690  3.446043
C  4.510849  -2.941003  2.668868
C  4.138821  -2.579179  1.350893
H  0.833423  -2.723555  1.425796
H  1.366322  -3.769225  3.616366
H  3.817364  -3.851421  4.456516
H  5.434633  -2.875028  3.087599
H  4.972844  -2.264985  0.611933
N  -0.589317  -2.999649  5.644842
C  -0.649225  -1.939343  4.835675
C  -0.954424  -0.645412  5.291029
C  -1.206231  -0.446153  6.643210
C  -1.345752  -1.547761  7.440497
C  -1.024551  -2.815048  6.882251
H  -0.471947  -2.147763  3.797410
H  -0.979973  0.178837  4.541457
H  -1.363529  0.504153  7.100575
H  -1.778049  -1.444985  8.454349
H  -0.972266  -3.714056  7.518636
N  -2.572911  -4.960669  1.155035
C  -3.741078  -5.570578  1.425777
C  -4.632448  -5.209347  2.473909
C  -4.209348  -4.211014  3.357363
C  -2.951139  -3.676486  3.199664
C  -2.225863  -4.056438  2.069668
H  -4.033090  -6.389823  0.746434
H  -5.634919  -5.618583  2.636347
H  -4.895158  -3.848853  4.094876
H  -2.690721  -2.946814  3.877594
H  -1.287459  -3.564246  1.854913
F  -3.446837  1.669416  -0.625704
C  -3.148246  2.972763  -1.013184
C  -3.393710  3.338151  -2.355824
C  -3.042861  4.606353  -2.773560
C  -2.493825  5.515561  -1.882942
C  -2.384370  5.183961  -0.516316
C  -2.595672  3.826484  -0.116939
H  -3.860111  2.665024  -3.009878
H  -3.191728  4.860298  -3.773714
H  -2.356099  6.542041  -2.211724
H  -1.930960  5.895172  0.181078
H  -2.299939  3.530480  0.887697
F  5.566289  0.777117  2.608761
C  4.721983  1.468529  1.846223
C  3.511987  0.965380  1.448038
C  2.723132  1.661168  0.514401
C  3.194438  2.915682  0.039629
C  4.321282  3.508679  0.547730
C  5.069916  2.760783  1.413595
H  3.177583  0.033045  1.808618
H  1.723290  1.402813  0.214825
H  2.638051  3.382306  -0.754368
H  4.610034  4.494314  0.261678
H  5.961328  3.198289  1.882509
C  1.958137  0.242732  -7.743413
C  1.030183  -1.006454  -7.673377
C  0.002311  -0.896699  -8.838263
C  0.693922  -1.486758  -10.073736
C  1.165171  -2.887406  -9.870577
C  2.314065  -2.900099  -8.798389
N  1.686525  -2.339873  -7.585506
O  2.610611  -2.263702  -6.493614
C  2.643904  -4.350340  -8.554308
C  3.593622  -2.150877  -9.251204
C  0.183017  -0.838266  -6.371177
H  2.682160  0.320217  -8.582003
H  2.485999  0.372050  -6.802610
H  1.279939  1.057083  -7.877994
H  -0.970215  -1.414977  -8.674138
H  -0.307216  0.129910  -8.835947
H  1.506307  -0.810338  -10.364759
H  0.014056  -1.438297  -10.964338
H  1.687189  -3.262278  -10.809196
H  0.433746  -3.601206  -9.584260
H  2.004967  -4.845051  -7.829785
H  2.411238  -4.930620  -9.513773
H  3.616377  -4.641122  -8.170456
H  3.994132  -1.776150  -8.347192
H  4.378289  -2.659963  -9.717990
H  3.375253  -1.316820  -9.897147
H  0.805814  -0.722226  -5.489879
H  -0.485527  -1.702036  -6.054145
H  -0.447420  0.003670  -6.419442
H  3.445461  -1.981710  -6.817690
C  -8.068037  -3.201726  1.204190
C  -7.913157  -3.249394  -0.360762
C  -8.473066  -2.029586  -1.088540
C  -7.535199  -0.709411  -1.168266
C  -6.119695  -1.060564  -1.696290
C  -5.420787  -2.162222  -0.856930
N  -6.429944  -3.289651  -0.664936
O  -5.825304  -4.380108  -0.378183
C  -4.220349  -2.680673  -1.515901
C  -5.031451  -1.561460  0.546224
C  -8.512747  -4.512426  -0.990944
H  -9.156204  -3.196968  1.462036
H  -7.643642  -2.302757  1.600731
H  -7.515341  -4.032414  1.669695
H  -8.591223  -2.353392  -2.138495
H  -9.430841  -1.783531  -0.712855
H  -7.416484  -0.188193  -0.169529
H  -7.932468  0.020137  -1.823303
H  -5.498136  -0.201592  -1.603428
H  -6.098491  -1.265927  -2.789930
H  -3.558677  -3.292368  -0.906296
H  -4.406420  -3.245407  -2.395529
H  -3.634890  -1.829232  -1.787605
H  -4.319106  -0.744971  0.382237
H  -5.885147  -1.104243  1.022466
H  -4.615068  -2.324131  1.133447
H  -9.483581  -4.684926  -0.625917
H  -7.941877  -5.391891  -0.645741
H  -8.353295  -4.553148  -2.035122
H  -6.494602  -5.070401  0.009976
C  5.192639  -1.126586  8.864457
C  4.296927  -2.041106  7.934144
C  2.890371  -2.178501  8.584122
C  2.116793  -0.871454  8.506505
C  2.012129  -0.405824  7.073240
C  3.410461  -0.268837  6.425683
N  4.061262  -1.546663  6.565215
O  5.318689  -1.565237  5.968166
C  3.189173  -0.065634  4.954817
C  4.115672  0.950467  7.018396
C  4.916050  -3.434791  7.813962
H  5.657136  -1.746793  9.615968
H  4.752610  -0.269221  9.245374
H  6.076026  -0.923304  8.242289
H  2.285048  -2.864964  7.957178
H  2.932346  -2.536080  9.627070
H  2.428256  -0.105215  9.229571
H  1.120341  -1.062778  8.871635
H  1.487121  0.536270  6.885409
H  1.540454  -1.232715  6.465466
H  2.665794  -0.912175  4.515491
H  2.801956  0.951936  4.695316
H  4.147973  -0.060545  4.379249
H  5.179264  1.067558  6.678862
H  3.589789  1.836644  6.621363
H  4.098090  0.969707  8.106459
H  5.787237  -3.390288  7.224200
H  4.135448  -4.145732  7.509733
H  5.037200  -3.693330  8.854632
H  5.778334  -0.773402  6.186987
C  -0.143440  4.308740  6.333467
C  1.029371  5.124288  5.810692
C  2.018579  4.120480  5.117529
C  1.497360  3.571886  3.784552
C  1.200198  4.714462  2.853972
C  0.360146  5.825511  3.473349
N  0.798901  6.195396  4.817159
O  -0.073312  7.161443  5.320478
C  0.580875  7.070579  2.597668
C  -1.140813  5.385834  3.459925
C  1.670876  5.794111  6.982419
H  -0.658989  3.682888  5.593812
H  -0.947102  4.779783  6.893590
H  0.266290  3.553463  7.079224
H  2.995487  4.611022  4.997577
H  2.141356  3.304184  5.835219
H  0.620815  2.893169  3.927317
H  2.418204  2.982142  3.416260
H  0.807189  4.454390  1.874862
H  2.186051  5.225329  2.710367
H  1.670483  7.294463  2.481887
H  0.001788  6.878990  1.639528
H  0.129186  8.000212  3.057616
H  -1.751460  6.099245  2.936741
H  -1.291566  4.430219  3.011167
H  -1.473258  5.380448  4.497910
H  2.064178  5.060962  7.791559
H  0.946944  6.387967  7.493218
H  2.481800  6.438646  6.593343
H  -0.941599  6.780903  5.415373

Cartesian forces (eV/Å) of the 3 atoms listed first:
-0.777 -0.240 0.457
1.291 -0.877 -1.307
-0.914 -0.467 0.031

Atomic partial charges in e from the Mulliken method, atoms 1 to 99: atom 1 (Ag): 1.64, atom 2 (C): 2.06, atom 3 (O): 0.26, atom 4 (O): -0.22, atom 5 (C): 0.02, atom 6 (F): -0.09, atom 7 (F): 0.09, atom 8 (F): -0.17, atom 9 (C): 0.81, atom 10 (C): -0.53, atom 11 (H): 0.21, atom 12 (H): 0.48, atom 13 (H): -0.60, atom 14 (H): -0.54, atom 15 (H): -0.58, atom 16 (H): -1.96, atom 17 (N): -0.42, atom 18 (C): 0.22, atom 19 (C): -0.94, atom 20 (C): -0.22, atom 21 (C): -0.34, atom 22 (C): -0.37, atom 23 (H): 0.57, atom 24 (H): 0.47, atom 25 (H): 0.39, atom 26 (H): 0.34, atom 27 (H): 0.40, atom 28 (N): 0.10, atom 29 (C): 0.00, atom 30 (C): -0.88, atom 31 (C): -0.29, atom 32 (C): -0.72, atom 33 (C): -0.17, atom 34 (H): 0.17, atom 35 (H): 0.47, atom 36 (H): 0.35, atom 37 (H): 0.40, atom 38 (H): 0.39, atom 39 (N): 1.11, atom 40 (C): -1.05, atom 41 (C): -0.52, atom 42 (C): -0.87, atom 43 (C): -0.38, atom 44 (C): 0.20, atom 45 (H): 0.32, atom 46 (H): 0.37, atom 47 (H): 0.37, atom 48 (H): 0.81, atom 49 (H): -0.77, atom 50 (N): -0.46, atom 51 (C): -1.15, atom 52 (C): 2.58, atom 53 (C): -1.17, atom 54 (C): -0.61, atom 55 (C): -0.77, atom 56 (H): 0.41, atom 57 (H): -0.04, atom 58 (H): 0.53, atom 59 (H): 0.38, atom 60 (H): 0.40, atom 61 (N): 0.19, atom 62 (C): 0.22, atom 63 (C): -0.94, atom 64 (C): -0.18, atom 65 (C): -0.83, atom 66 (C): -0.42, atom 67 (H): -0.08, atom 68 (H): 0.56, atom 69 (H): 0.18, atom 70 (H): 0.72, atom 71 (H): 0.20, atom 72 (N): -0.43, atom 73 (C): -0.06, atom 74 (C): -0.58, atom 75 (C): -0.22, atom 76 (C): -0.59, atom 77 (C): -0.54, atom 78 (H): 1.06, atom 79 (H): 0.11, atom 80 (H): 0.52, atom 81 (H): 0.45, atom 82 (H): 0.43, atom 83 (N): -0.22, atom 84 (C): -0.75, atom 85 (C): -0.34, atom 86 (C): -0.79, atom 87 (C): -0.68, atom 88 (C): 0.18, atom 89 (H): 0.37, atom 90 (H): 0.63, atom 91 (H): 0.49, atom 92 (H): 0.85, atom 93 (H): 0.20, atom 94 (F): 0.10, atom 95 (C): 0.53, atom 96 (C): -0.50, atom 97 (C): -1.00, atom 98 (C): -0.27, atom 99 (C): -0.57